This record from the OMol25 dataset describes C11H13F6NORh as an isolated structure. The level of theory is ωB97M-V with the def2-TZVPD basis set.

* spin multiplicity: 5
* HOMO energy (spin up / spin down): -2.011 / -3.875 eV
* Kohn-Sham gap (spin up / spin down): 5.588 / 6.648 eV
* <S²>: 6.038
* LUMO (spin up / spin down): 3.58 / 2.77 eV
* charge: -1
* ΔE to the lowest compared entry with this formula, charge and spin: 123.7 kJ/mol

Positions of all 33 atoms, in Å:
C -0.46 0.61 -2.12
C 0.93 0.77 -1.78
C 1.00 1.56 -0.58
C -0.35 2.00 -0.27
C -1.23 1.41 -1.21
Rh 0.03 -0.14 -0.26
N -3.77 0.48 0.51
C 0.38 -1.87 -0.99
C 1.82 -1.78 -0.99
H 1.89 1.83 -0.03
H 1.77 0.25 -2.23
H -0.63 2.73 0.49
H -2.31 1.63 -1.24
H -0.88 0.05 -2.96
H 2.21 -1.65 -2.02
H 0.07 -2.66 -0.25
H -3.20 -0.39 0.36
H 2.39 -2.36 -0.25
H -0.15 -1.93 -1.96
C -0.87 -0.36 4.13
C -0.10 0.23 2.93
O -0.85 0.20 1.83
C 0.25 1.73 3.35
F 0.91 1.79 4.54
F 1.00 2.39 2.43
F -0.92 2.42 3.48
C 1.23 -0.60 2.76
F 1.93 -0.69 3.91
F 0.90 -1.87 2.37
F 2.08 -0.11 1.81
H -1.77 0.26 4.27
H -0.25 -0.37 5.03
H -1.19 -1.37 3.87